(1)
The following is a DFT calculation (wB97M-V/def2-TZVPD) of 5 unconnected molecules or ions with the total composition C43H94ClN6O6 at a distorted geometry.

```
150
Properties=species:S:1:pos:R:3:forces:R:3
C 6.55178 -1.33937 0.75589 0.423 -0.294 0.852
C 5.32595 -0.63573 1.61502 0.040 0.238 -1.150
C 4.25391 0.07171 0.55349 0.560 0.840 1.454
C 4.90748 1.53899 0.13810 -0.515 -0.671 -0.026
C 3.98465 2.34368 -1.00086 1.032 -0.228 -0.213
C 3.47552 3.80659 -0.46287 0.654 0.471 0.525
C 1.96057 3.82765 0.16571 -0.366 -0.852 -0.635
C 0.85722 4.04135 -1.02751 0.614 0.056 -0.818
C -0.23803 5.23134 -0.76011 0.356 0.755 0.059
C -1.34343 4.90869 0.40870 0.664 0.609 0.184
C -2.89920 5.32165 -0.00464 0.394 0.171 1.312
C -3.94756 4.02267 0.10307 1.108 1.459 -0.239
C -4.32591 3.61698 -1.43827 -1.127 -0.062 0.322
C -4.64396 2.01583 -1.67285 -2.162 -0.163 0.418
C -3.58593 0.99367 -0.97008 -0.250 2.127 -1.528
C -2.14564 1.59054 -1.57985 -0.475 -2.843 1.596
N -2.17657 1.84103 -3.10248 4.646 5.818 -0.039
C -1.33444 2.87141 -3.44084 1.129 2.795 -1.874
O -0.60153 3.89476 -3.89395 -6.126 -8.631 3.632
C -1.32768 0.13710 -1.45691 0.670 3.381 -1.465
N -2.17651 -0.99516 -0.83795 0.315 0.589 -1.286
C -2.12030 -1.21498 0.65537 0.425 -0.917 3.022
C -1.55894 0.02084 1.55984 -1.762 0.596 1.624
C -2.42943 0.00913 2.99047 -0.527 -0.646 -0.465
Cl 0.21846 -0.09857 2.07279 -1.268 0.027 -0.758
C -1.62142 -2.19675 -1.53878 -1.338 -3.516 -1.519
C -0.04024 -2.44437 -1.63146 2.296 -1.961 -0.765
N 0.84452 -2.05423 -0.50151 -1.000 0.204 -0.725
N 0.12434 -3.98132 -1.75054 0.251 0.900 0.088
N 0.64128 -1.94046 -2.92373 -1.374 2.327 1.774
C -3.56587 -0.62185 -1.40372 -1.178 4.185 -0.694
N -4.81799 -1.23454 -0.89381 -0.121 -2.424 -0.515
C -5.99517 -1.03599 -1.87680 -0.886 -0.491 -0.619
C -4.81492 -2.73133 -0.72821 0.563 -4.931 4.872
C -4.63885 -3.77068 -2.02694 0.198 0.801 -0.389
O -4.90813 -3.35727 0.47636 0.612 4.822 -7.464
H 6.87430 -2.33776 1.30462 -0.600 2.074 -1.175
H 6.24849 -1.63081 -0.33770 0.463 0.707 2.114
H 7.49966 -0.64048 0.73941 -1.945 -1.411 -0.133
H 5.74656 0.25255 2.28898 -0.906 -2.143 -1.300
H 4.81232 -1.44839 2.28267 0.883 1.653 -1.255
H 4.01408 -0.59866 -0.37530 0.538 1.229 1.754
H 3.27283 0.28622 1.17837 1.679 -0.419 -1.451
H 4.99874 2.18083 1.13476 -0.224 -1.335 -2.167
H 6.00413 1.33407 -0.26468 -2.353 0.565 0.759
H 4.71927 2.48514 -1.92973 -1.802 -0.149 1.898
H 3.09454 1.64853 -1.38013 1.746 1.509 0.917
H 4.22679 4.13106 0.40493 -1.557 -0.641 -1.957
H 3.59723 4.60525 -1.33694 -0.459 -1.632 1.926
H 1.76931 4.64666 0.97923 0.704 -1.599 -1.443
H 1.77488 2.73713 0.61467 0.401 2.457 -0.567
H 1.47729 4.31415 -2.00974 -1.515 -0.536 2.035
H 0.38480 2.97944 -1.24641 0.550 2.128 0.343
H 0.38394 6.18372 -0.39881 -1.250 -2.065 -0.880
H -0.79049 5.59493 -1.75288 1.266 -1.095 2.039
H -1.22187 3.78438 0.71628 -0.481 1.915 -0.531
H -1.00666 5.54145 1.36332 -0.915 -1.520 -2.009
H -3.21521 6.16207 0.77730 0.504 -1.835 -1.808
H -2.90632 5.81300 -1.06659 -0.070 -1.033 1.985
H -4.84550 4.38354 0.76106 1.454 -1.004 -1.522
H -3.36607 3.20819 0.70897 -1.208 1.303 -1.240
H -3.53298 4.04560 -2.18775 -1.398 -1.057 1.538
H -5.34553 4.18453 -1.69040 2.270 -1.260 0.409
H -4.82486 1.83129 -2.82315 0.652 0.196 2.300
H -5.70091 1.82348 -1.15207 2.179 0.449 -1.138
H -3.76942 1.12596 0.19214 0.889 -0.440 -2.390
H -1.72261 2.49435 -0.96862 -0.745 -1.977 -1.120
H -1.26192 -0.14230 -2.61587 0.509 0.446 2.944
H -0.36175 0.48186 -0.90470 -1.494 -1.770 -0.968
H -1.45311 -2.19169 0.82013 -1.394 2.471 -0.264
H -3.17128 -1.51174 1.14030 2.029 0.795 -1.723
H -1.72229 1.09367 1.12456 0.500 -2.215 0.433
H -2.08649 0.84385 3.73594 -0.490 -1.709 -1.602
H -2.33563 -1.06651 3.48390 -0.051 2.365 -0.958
H -3.58841 0.16035 2.74765 2.523 -0.225 0.408
H -2.06319 -2.18513 -2.64802 1.065 0.040 2.395
H -2.09783 -3.17461 -1.04494 1.117 2.242 -0.942
H 1.10182 -1.05448 -0.44510 -0.441 -1.086 0.263
H 0.65400 -2.50802 0.40805 0.127 0.675 -0.953
H 0.97303 -4.23259 -1.17299 -1.212 0.480 -1.064
H 0.36521 -4.19985 -2.75337 -0.244 0.430 1.576
H 1.04045 -1.00038 -2.62337 -0.316 -1.426 -0.912
H -0.08593 -1.68155 -3.63573 0.806 -0.420 0.804
H -3.49568 -0.50796 -2.58937 0.079 -1.010 2.293
H -6.74567 -1.96003 -1.78324 1.717 2.086 0.027
H -6.63432 -0.08545 -1.63412 1.566 -1.830 -0.534
H -5.56866 -1.08050 -2.96651 -0.998 0.419 1.847
H -4.12439 -3.20427 -2.94334 -1.322 -1.147 1.935
H -3.93113 -4.66196 -1.74579 -1.566 1.816 -0.230
H -5.68729 -4.18964 -2.37392 2.197 0.937 0.830
C 8.04100 3.62020 -6.17097 0.011 0.143 0.075
C 7.29700 2.34550 -5.80622 0.065 0.135 0.021
O 6.25318 2.54907 -4.85682 -0.116 -0.030 0.150
C 5.20866 3.43927 -5.24367 0.131 -0.109 -0.055
C 4.47007 2.99705 -6.49533 -0.025 -0.114 -0.115
H 8.46716 4.08503 -5.27367 -0.039 -0.124 -0.161
H 8.85159 3.40116 -6.87365 -0.106 0.006 0.123
H 7.38442 4.35600 -6.63908 0.043 -0.048 -0.075
H 8.00392 1.64572 -5.34976 -0.264 0.059 0.125
H 6.90483 1.84874 -6.69829 -0.021 0.052 -0.073
H 5.60130 4.45559 -5.35430 -0.013 -0.006 -0.089
H 4.50002 3.47139 -4.40879 0.238 -0.126 0.027
H 5.12895 2.95277 -7.36564 -0.071 0.095 0.039
H 3.65727 3.69347 -6.72383 0.093 -0.071 0.041
H 4.04549 1.99679 -6.35547 0.037 0.140 0.012
C 2.96665 -7.60066 0.65576 -0.001 0.066 -0.150
C 3.62238 -7.10212 1.93361 -0.031 -0.025 -0.125
O 3.78799 -5.68668 1.97208 -0.072 0.234 -0.020
C 2.59757 -4.90630 1.88822 0.249 -0.168 0.171
C 1.61451 -5.18035 3.01349 0.004 -0.133 0.140
H 3.54952 -7.29060 -0.22000 -0.054 -0.095 0.168
H 2.89648 -8.69327 0.66401 0.041 0.162 0.004
H 1.95736 -7.20321 0.53330 -0.041 -0.088 0.046
H 4.62406 -7.53708 2.00604 -0.058 0.302 0.040
H 3.07443 -7.44262 2.81687 -0.086 -0.019 -0.010
H 2.12607 -5.04211 0.90916 -0.101 -0.082 -0.047
H 2.90758 -3.85674 1.93852 0.211 -0.190 -0.026
H 1.26477 -6.21533 3.00888 -0.062 0.101 -0.058
H 0.73962 -4.52920 2.92172 0.060 -0.031 0.024
H 2.08590 -4.99887 3.98571 -0.066 0.035 -0.159
C -11.05873 -0.25441 1.45372 -0.089 0.094 -0.110
C -9.70940 -0.87838 1.13530 -0.199 0.016 0.063
O -9.03967 -0.25570 0.04163 0.228 0.043 -0.232
C -8.73380 1.12900 0.19054 -0.092 -0.183 0.146
C -7.83074 1.42460 1.37579 0.078 -0.026 0.125
H -11.71353 -0.28854 0.57457 0.113 -0.048 0.174
H -11.54324 -0.79171 2.27552 0.086 0.051 -0.143
H -10.96454 0.79202 1.74993 -0.007 -0.051 0.089
H -9.86497 -1.92434 0.85322 0.171 0.184 -0.162
H -9.06249 -0.89042 2.01717 -0.003 0.061 0.052
H -9.65717 1.71567 0.24071 0.054 0.015 0.060
H -8.22220 1.43671 -0.72805 -0.132 -0.194 -0.028
H -8.29406 1.14263 2.32413 0.009 0.107 -0.070
H -7.59776 2.49307 1.41977 -0.036 -0.102 -0.020
H -6.89283 0.86470 1.29091 -0.058 0.034 -0.023
C 4.59879 -3.03518 5.23374 -0.009 0.026 -0.151
C 5.25453 -2.53664 6.51159 -0.024 0.099 -0.106
O 5.42013 -1.12120 6.55006 0.015 0.074 -0.023
C 4.22972 -0.34082 6.46620 0.134 -0.108 0.105
C 3.24666 -0.61486 7.59147 -0.022 -0.088 0.151
H 5.18167 -2.72512 4.35798 -0.048 -0.106 0.162
H 4.52863 -4.12779 5.24199 0.059 0.134 -0.019
H 3.58951 -2.63773 5.11128 -0.053 -0.054 0.047
H 6.25621 -2.97160 6.58402 -0.056 0.287 0.033
H 4.70658 -2.87713 7.39485 -0.092 -0.025 -0.011
H 3.75822 -0.47663 5.48714 -0.081 -0.057 -0.013
H 4.53973 0.70875 6.51650 0.180 -0.243 -0.023
H 2.89691 -1.64984 7.58686 -0.053 0.076 -0.053
H 2.37177 0.03629 7.49970 0.110 -0.049 0.010
H 3.71805 -0.43338 8.56369 -0.069 0.018 -0.161
```
Positions in Å, forces in eV/Å.

**Kohn-Sham gap**: 8.15 eV
**Energy**: -2934.08015 Eh
**M**: 826.7 g mol⁻¹
**Net charge**: +1
**LUMO level**: -2.83 eV
**Relative energy (zero: lowest compared OMol25 entry of this formula, charge and spin)**: 1348.4 kJ/mol
**Spin multiplicity**: 1

These are the Löwdin partial charges, in e, on atoms 1 to 99:
1. C -0.146
2. C -0.247
3. C -0.238
4. C -0.202
5. C -0.199
6. C -0.219
7. C -0.200
8. C -0.232
9. C -0.210
10. C -0.205
11. C -0.184
12. C -0.183
13. C -0.184
14. C -0.177
15. C -0.148
16. C -0.221
17. N 0.092
18. C -0.049
19. O 0.044
20. C -0.063
21. N -0.183
22. C -0.108
23. C -0.626
24. C -0.134
25. Cl 0.566
26. C -0.105
27. C -0.549
28. N 0.065
29. N 0.037
30. N 0.058
31. C -0.197
32. N -0.077
33. C -0.037
34. C -0.297
35. C -0.037
36. O -0.022
37. H 0.077
38. H 0.077
39. H 0.078
40. H 0.117
41. H 0.082
42. H 0.104
43. H 0.080
44. H 0.114
45. H 0.118
46. H 0.108
47. H 0.104
48. H 0.115
49. H 0.115
50. H 0.115
51. H 0.104
52. H 0.117
53. H 0.076
54. H 0.126
55. H 0.107
56. H 0.085
57. H 0.123
58. H 0.118
59. H 0.103
60. H 0.116
61. H 0.083
62. H 0.099
63. H 0.137
64. H 0.130
65. H 0.103
66. H 0.148
67. H 0.123
68. H 0.143
69. H 0.139
70. H 0.154
71. H 0.152
72. H 0.090
73. H 0.094
74. H 0.106
75. H 0.097
76. H 0.153
77. H 0.150
78. H 0.041
79. H 0.067
80. H 0.076
81. H 0.088
82. H 0.082
83. H 0.077
84. H 0.181
85. H 0.133
86. H 0.092
87. H 0.111
88. H 0.084
89. H 0.102
90. H 0.109
91. C -0.081
92. C -0.276
93. O -0.173
94. C -0.281
95. C -0.082
96. H 0.084
97. H 0.080
98. H 0.064
99. H 0.119

---

(2)
The following is a DFT calculation (wB97M-V/def2-TZVPD) of a molecular structure, CHI3O at a distorted geometry.

```
6
Properties=species:S:1:pos:R:3:forces:R:3
C -3.00064 -0.37973 1.72714 0.315 2.222 1.390
O -2.72531 -1.43160 1.52207 0.545 -2.749 -0.577
I -1.28709 1.04679 -0.75171 -1.187 0.169 -2.784
I -5.24084 0.95222 0.48242 -0.933 0.305 -0.558
I -5.28952 -1.38331 -0.77064 -0.092 0.108 -0.057
H -0.59841 1.01623 0.57458 1.352 -0.055 2.586
```
Positions in Å, forces in eV/Å.

**Kohn-Sham gap**: 7.53 eV
**Energy**: -1007.00236 Eh
**M**: 409.7 g mol⁻¹
**Net charge**: 0
**LUMO level**: -1.71 eV
**Relative energy (zero: lowest compared OMol25 entry of this formula, charge and spin)**: 51.4 kJ/mol
**Spin multiplicity**: 1

Formally, the natural (NBO) partial charges of the atoms, in units of the elementary charge, are as follows:
1. C 0.446
2. O -0.507
3. I -0.069
4. I 0.044
5. I 0.004
6. H 0.081

---

(3)
The following is a DFT calculation (wB97M-V/def2-TZVPD) of a molecular structure, C21H35N2O7PS at a distorted geometry.

```
67
Properties=species:S:1:pos:R:3:forces:R:3
C 4.22762 -0.48986 1.21791 0.136 -0.159 -0.067
C 3.18267 -0.44030 0.63740 0.047 0.006 -0.006
C 1.91197 -0.37663 -0.06732 -0.286 0.149 0.093
C 0.75676 0.15511 0.78279 0.116 -0.213 -0.229
C 0.95398 0.34917 2.10435 0.014 0.045 0.503
C -0.13435 0.76802 2.91101 0.043 -0.025 -0.662
N -0.11393 0.96052 4.22295 -0.306 0.079 0.506
S -1.61528 1.40436 4.63395 0.390 -0.109 -0.212
N -2.32160 1.38551 3.20307 -0.215 0.034 0.114
C -1.40250 1.01806 2.30485 -0.202 0.008 0.206
C -1.60610 0.87415 0.89484 0.041 -0.154 -0.089
C -2.92726 1.19684 0.22417 0.322 0.342 0.053
C -3.88315 2.18380 0.90929 -0.350 0.003 -0.400
O -4.98489 1.56097 1.53343 0.199 0.077 0.237
C -5.96169 1.05471 0.64095 -0.055 -0.319 -0.152
C -6.16267 -0.43871 0.87568 0.149 0.148 0.009
C -0.53512 0.41064 0.16396 -0.374 0.615 0.012
P -0.56438 -0.02708 -1.62577 0.923 -1.752 -0.440
O -2.09459 -0.19686 -2.18501 0.207 0.889 0.014
O 0.00502 1.38023 -2.30673 -0.405 0.106 0.464
H 5.17213 -0.60811 1.68941 0.002 0.072 0.088
H 1.63769 -1.36808 -0.43014 0.074 -0.063 -0.046
H 2.04315 0.23594 -0.96096 0.038 -0.003 -0.063
H 1.90841 0.17002 2.57699 0.080 -0.028 -0.092
H -3.44269 0.26361 -0.00274 -0.145 0.005 0.057
H -2.67984 1.62960 -0.74255 0.026 -0.029 -0.034
H -4.26300 2.86482 0.13808 0.008 0.021 -0.032
H -3.38658 2.80175 1.64606 0.041 -0.055 0.166
H -6.89972 1.59104 0.80031 0.005 0.091 0.080
H -5.65809 1.22452 -0.39631 -0.034 0.104 -0.032
H -5.98729 -0.63515 1.93162 -0.145 -0.108 0.052
H -7.16600 -0.76113 0.60244 -0.048 0.006 0.005
H -5.45033 -1.02856 0.29918 0.061 -0.042 0.039
H -2.33843 0.51944 -2.79376 -0.132 -0.063 0.078
H 0.40647 1.90124 -1.59761 -0.181 0.300 -0.217
C -1.97105 -0.23396 -6.54751 -0.012 0.005 0.035
O -1.46076 0.77569 -5.69511 0.017 -0.009 -0.037
C -0.03840 0.78631 -5.61622 -0.151 0.045 0.185
C 0.56879 1.86812 -6.47834 0.117 -0.068 -0.144
O 0.36169 1.62935 -7.86177 -0.093 -0.008 0.023
C -0.68731 2.39817 -8.41832 0.031 -0.010 -0.009
H -3.02706 -0.02277 -6.70956 -0.003 0.001 0.026
H -1.45662 -0.24246 -7.51109 -0.002 -0.002 -0.006
H -1.87611 -1.22012 -6.08037 0.021 -0.013 -0.030
H 0.36859 -0.19139 -5.89193 -0.013 -0.002 -0.046
H 0.21636 0.98148 -4.57368 0.104 0.001 -0.033
H 1.64987 1.88311 -6.30992 -0.008 0.019 0.034
H 0.16657 2.84550 -6.19291 -0.016 -0.001 0.013
H -0.38566 3.44566 -8.52874 -0.034 0.013 0.021
H -1.59203 2.34840 -7.80727 -0.006 0.007 -0.001
H -0.90279 1.99042 -9.40455 0.030 0.005 -0.010
C 6.22708 -2.18851 5.83247 -0.010 0.013 0.035
O 5.03316 -2.05003 6.57813 0.007 -0.047 -0.078
C 4.04901 -1.25823 5.93234 0.008 -0.013 0.177
C 2.98651 -2.10464 5.26861 -0.077 0.069 -0.203
O 3.51218 -2.86649 4.19346 0.084 -0.019 0.055
C 3.74316 -4.22402 4.51899 -0.018 0.024 -0.027
H 6.81697 -2.97311 6.30337 0.000 0.013 0.024
H 6.02427 -2.46833 4.79561 0.007 -0.005 -0.004
H 6.80481 -1.25745 5.84771 0.002 0.002 -0.041
H 4.51333 -0.59527 5.19485 -0.005 0.000 -0.021
H 3.57675 -0.63499 6.69747 -0.011 0.017 -0.027
H 2.21840 -1.44212 4.85648 -0.018 0.000 0.039
H 2.50974 -2.75792 6.00616 0.018 -0.002 0.022
H 2.79762 -4.77287 4.58908 0.010 -0.014 0.039
H 4.28771 -4.32612 5.46092 0.001 -0.006 0.006
H 4.33882 -4.65499 3.71583 -0.023 0.008 -0.023
```
Positions in Å, forces in eV/Å.

**Kohn-Sham gap**: 7.76 eV
**Energy**: -2196.76106 Eh
**M**: 490.6 g mol⁻¹
**Net charge**: 0
**LUMO level**: -0.69 eV
**Spin multiplicity**: 1

Formally, the natural (NBO) partial charges of the atoms, in units of the elementary charge, are as follows:
1. C -0.237
2. C 0.006
3. C -0.523
4. C 0.026
5. C -0.219
6. C 0.091
7. N -0.610
8. S 0.961
9. N -0.626
10. C 0.135
11. C 0.030
12. C -0.462
13. C -0.055
14. O -0.537
15. C -0.065
16. C -0.632
17. C -0.426
18. P 1.340
19. O -0.992
20. O -0.997
21. H 0.239
22. H 0.265
23. H 0.239
24. H 0.245
25. H 0.243
26. H 0.213
27. H 0.161
28. H 0.207
29. H 0.175
30. H 0.162
31. H 0.224
32. H 0.209
33. H 0.201
34. H 0.508
35. H 0.500
36. C -0.254
37. O -0.562
38. C -0.102
39. C -0.087
40. O -0.551
41. C -0.253
42. H 0.188
43. H 0.180
44. H 0.170
45. H 0.175
46. H 0.205
47. H 0.185
48. H 0.173
49. H 0.166
50. H 0.176
51. H 0.190
52. C -0.253
53. O -0.551
54. C -0.087
55. C -0.090
56. O -0.552
57. C -0.253
58. H 0.191
59. H 0.176
60. H 0.165
61. H 0.171
62. H 0.187
63. H 0.190
64. H 0.175
65. H 0.167
66. H 0.178
67. H 0.190

---

- Which formula does entry 2 have?
  CHI3O

---

- What is the formula in the second record?
  CHI3O

---

- net charge of number 3 (C21H35N2O7PS)?
  0

---

- The lowest M belongs to which entry?
  CHI3O